1.
{
  "formula": "C19H31IrN3O4Si3",
  "method": "wB97M-V/def2-TZVPD",
  "symbols": ["Ir", "O", "C", "O", "C", "C", "N", "N", "C", "C", "O", "O", "H", "H", "H", "C", "Si", "C", "C", "C", "Si", "C", "C", "C", "Si", "C", "C", "C", "C", "C", "C", "C", "N", "H", "H", "H", "H", "H", "H", "H", "H", "H", "H", "H", "H", "H", "H", "H", "H", "H", "H", "H", "H", "H", "H", "H", "H", "H", "H", "H", "H"],
  "positions_angstrom": [[0.75504, 0.46273, 0.40363], [6.49402, 2.05483, -0.06031], [6.03544, 1.76587, -1.26529], [6.71824, 1.78902, -2.25163], [4.59206, 1.37686, -1.38855], [4.02546, 1.04859, -2.60295], [2.74328, 0.72338, -2.37469], [2.43450, 0.83647, -1.07987], [3.54421, 1.23363, -0.46540], [3.46164, 1.44598, 1.01733], [4.44057, 1.75756, 1.65597], [2.26768, 1.27019, 1.52652], [5.80635, 1.97920, 0.63987], [4.46857, 1.03245, -3.58472], [2.03040, 0.48772, -3.04622], [-1.12802, 1.67263, 2.93184], [-1.93573, 0.29657, 1.95530], [-1.50841, -1.29661, 2.84541], [-3.79053, 0.50234, 1.89632], [-1.20028, 0.26439, 0.16478], [-1.86505, 1.66711, -0.98440], [-2.07381, 3.26285, -0.04447], [-0.65077, 2.00857, -2.37678], [-3.49144, 1.11042, -1.71567], [-1.27897, -1.48017, -0.62838], [-0.78819, -1.53179, -2.43292], [-2.93648, -2.30021, -0.41177], [0.08863, -2.47558, 0.24894], [0.10396, -3.84711, 0.45293], [1.19213, -4.44138, 1.07743], [2.25264, -3.65050, 1.48948], [2.18932, -2.28828, 1.26260], [1.13880, -1.73235, 0.65668], [-1.58510, 1.68869, 3.92578], [-1.25812, 2.65927, 2.49140], [-0.05732, 1.50681, 3.08198], [-1.94403, -1.23346, 3.84671], [-0.42950, -1.40770, 2.97663], [-1.89229, -2.20669, 2.38549], [-4.17533, 0.45656, 2.91831], [-4.27660, -0.29104, 1.32650], [-4.09727, 1.45993, 1.47489], [-1.12696, 3.61939, 0.36552], [-2.79913, 3.20361, 0.76648], [-2.43095, 4.02124, -0.74656], [0.26546, 2.48026, -2.01409], [-1.11379, 2.70569, -3.08036], [-0.39221, 1.11092, -2.94063], [-4.22368, 0.86480, -0.94573], [-3.38696, 0.24746, -2.37571], [-3.90078, 1.92766, -2.31508], [-1.42225, -0.92784, -3.08107], [-0.86231, -2.56790, -2.77403], [0.25297, -1.22778, -2.56736], [-3.71017, -1.74133, -0.94038], [-3.24328, -2.40485, 0.62745], [-2.89606, -3.29788, -0.85741], [-0.73705, -4.44804, 0.13185], [1.21062, -5.50996, 1.24562], [3.11489, -4.07283, 1.98494], [2.98192, -1.62037, 1.57785]],
  "nbo_charge": [1.477, -0.653, 0.779, -0.554, -0.228, 0.053, -0.295, -0.352, 0.050, 0.769, -0.568, -0.758, 0.510, 0.268, 0.433, -1.142, 1.717, -1.139, -1.140, -1.671, 1.731, -1.141, -1.144, -1.139, 1.721, -1.135, -1.144, -0.196, -0.222, -0.122, -0.230, 0.062, -0.533, 0.262, 0.251, 0.248, 0.262, 0.237, 0.238, 0.260, 0.244, 0.245, 0.248, 0.247, 0.260, 0.239, 0.263, 0.224, 0.250, 0.238, 0.262, 0.252, 0.262, 0.223, 0.262, 0.254, 0.257, 0.236, 0.241, 0.248, 0.222],
  "charge": 1,
  "s_squared": 6.01,
  "total_energy_ha": -2180.4671,
  "homo_energy_ev": [-11.9, -12.9],
  "e_above_lowest_kcal_mol": 0.0,
  "multiplicity": 5
}

***

2.
{
  "formula": "C19H31KNO12",
  "method": "wB97M-V/def2-TZVPD",
  "symbols": ["K", "C", "C", "C", "O", "C", "O", "O", "H", "H", "H", "H", "H", "H", "C", "C", "C", "O", "C", "O", "O", "H", "H", "H", "H", "H", "H", "C", "C", "C", "O", "C", "O", "O", "H", "H", "H", "H", "H", "H", "C", "O", "C", "O", "O", "C", "H", "H", "H", "H", "H", "H", "C", "C", "C", "C", "N", "H", "H", "H", "H", "H", "H", "H"],
  "positions_angstrom": [[-3.31365, 7.87318, 25.57731], [3.24442, 7.71622, 22.83580], [2.30644, 8.91165, 23.22150], [1.37139, 9.62443, 22.19945], [0.11921, 9.47462, 22.69479], [0.07812, 8.69066, 23.65180], [-0.95359, 8.33819, 24.24759], [1.32062, 8.37700, 24.09776], [3.72998, 7.26814, 23.78482], [4.05986, 8.17843, 22.21434], [2.72031, 7.05634, 22.15665], [2.96332, 9.71010, 23.61597], [1.31081, 9.24408, 21.24917], [1.70000, 10.64413, 21.99081], [-3.10624, 8.16526, 19.26496], [-2.25143, 8.60457, 20.43380], [-2.45012, 10.12422, 20.63520], [-3.43681, 10.03521, 21.71034], [-3.55490, 8.83027, 22.19876], [-4.13207, 8.56632, 23.22566], [-2.74989, 7.99985, 21.55437], [-3.26104, 7.06781, 19.48194], [-2.55933, 8.30783, 18.32136], [-4.03565, 8.68471, 19.27091], [-1.20762, 8.36623, 20.41825], [-2.78980, 10.52071, 19.67707], [-1.53490, 10.63569, 20.81096], [-4.84061, 12.49969, 23.88507], [-5.42064, 12.06885, 25.17324], [-6.17182, 10.76750, 24.81184], [-5.83415, 9.88792, 25.89415], [-4.82403, 10.33660, 26.55446], [-4.18141, 9.74065, 27.44944], [-4.47990, 11.58698, 26.10623], [-4.69227, 13.57636, 23.93934], [-5.43924, 12.52750, 22.96433], [-3.85047, 12.13637, 23.58785], [-5.99032, 12.82530, 25.65448], [-5.88134, 10.47214, 23.85219], [-7.25256, 10.90241, 24.65149], [-5.17772, 5.29159, 22.42187], [-6.35433, 5.64747, 23.13243], [-6.33063, 5.88248, 24.39870], [-5.04597, 6.06330, 25.00812], [-7.45698, 6.06411, 25.12198], [-7.22283, 6.41045, 26.44460], [-5.36825, 5.07024, 21.37237], [-4.60958, 4.54169, 22.93469], [-4.39072, 6.08465, 22.38476], [-6.86869, 7.41036, 26.49945], [-6.66767, 5.65213, 26.91101], [-8.14363, 6.44524, 26.99240], [-4.14995, 3.21348, 25.54423], [-4.49138, 3.11591, 27.00115], [-3.45943, 3.84559, 27.92956], [-3.54136, 5.31077, 27.89062], [-3.59349, 6.44615, 27.87300], [-5.00061, 3.23479, 24.92856], [-3.54764, 2.46092, 25.21896], [-3.74788, 4.20676, 25.30996], [-4.65025, 2.05585, 27.47375], [-5.40038, 3.65389, 27.18154], [-2.42124, 3.65505, 27.45833], [-3.40232, 3.45634, 28.91516]],
  "nbo_charge": [0.946, -0.627, 0.068, -0.104, -0.454, 0.996, -0.669, -0.473, 0.253, 0.220, 0.217, 0.196, 0.184, 0.207, -0.632, 0.062, -0.085, -0.482, 1.000, -0.651, -0.474, 0.228, 0.231, 0.217, 0.195, 0.204, 0.200, -0.668, 0.056, -0.093, -0.475, 0.968, -0.615, -0.481, 0.226, 0.235, 0.243, 0.200, 0.205, 0.210, -0.265, -0.459, 1.022, -0.825, -0.456, -0.243, 0.212, 0.209, 0.210, 0.203, 0.196, 0.201, -0.621, -0.373, -0.512, 0.335, -0.391, 0.209, 0.210, 0.228, 0.223, 0.202, 0.244, 0.260],
  "charge": 1,
  "total_energy_ha": -2299.9254,
  "homo_energy_ev": -12.7,
  "e_above_lowest_kcal_mol": 0.0
}

***

3.
{
  "formula": "C19H31NNbO20",
  "method": "wB97M-V/def2-TZVPD",
  "symbols": ["O", "N", "O", "C", "Nb", "H", "H", "H", "H", "H", "H", "H", "C", "C", "O", "C", "O", "O", "H", "H", "H", "H", "C", "C", "O", "C", "O", "O", "H", "H", "H", "H", "C", "C", "O", "C", "O", "O", "H", "H", "H", "H", "C", "C", "O", "C", "O", "O", "H", "H", "H", "H", "C", "C", "O", "C", "O", "O", "H", "H", "H", "H", "C", "C", "O", "C", "O", "O", "H", "H", "H", "H"],
  "positions_angstrom": [[-6.24000, -5.42505, -1.75542], [-5.16911, -4.99102, -1.96167], [-4.40317, -5.86623, -2.72103], [-3.00806, -5.70472, -2.35818], [-2.16298, -3.90419, -1.17642], [-2.72818, -6.61636, -1.82023], [-2.44898, -5.69421, -3.30326], [-0.60907, -3.64910, -2.11683], [-3.01385, -2.61174, -2.20176], [-3.38456, -4.15257, 0.19110], [-1.01206, -4.96797, -0.18231], [-1.76379, -2.50121, -0.07723], [1.99190, -1.09391, 2.38359], [1.74407, -2.57619, 2.57698], [1.09065, -2.93892, 1.35892], [1.41803, -2.05035, 0.40173], [1.18191, -2.15073, -0.75268], [2.09008, -0.98743, 0.96169], [2.91043, -0.74320, 2.84780], [1.15524, -0.48624, 2.73424], [2.67538, -3.14157, 2.65063], [1.11645, -2.80501, 3.42695], [1.38336, -4.34779, 8.11836], [1.65795, -5.34983, 7.00936], [1.68503, -4.51212, 5.85329], [1.98675, -3.25219, 6.23776], [2.24312, -2.36684, 5.49022], [1.95085, -3.14710, 7.58727], [1.85953, -4.59334, 9.06344], [0.31540, -4.18909, 8.27704], [2.63199, -5.83028, 7.11550], [0.88806, -6.10780, 6.89730], [7.05641, -2.48128, 0.93176], [5.58073, -2.83146, 0.85534], [5.36682, -3.46650, 2.12123], [6.30355, -3.03763, 2.99295], [6.29560, -3.24361, 4.16233], [7.26243, -2.33255, 2.34065], [7.31728, -1.55899, 0.42061], [7.69294, -3.29159, 0.57160], [4.93830, -1.95133, 0.79240], [5.32843, -3.51665, 0.05143], [-4.07199, 0.17852, -5.61801], [-4.40388, -0.55682, -4.33118], [-3.19288, -0.42089, -3.59356], [-2.52288, 0.64313, -4.04208], [-1.55176, 1.11391, -3.53511], [-3.09696, 1.13160, -5.17673], [-4.91795, 0.69536, -6.06330], [-3.60963, -0.47417, -6.36043], [-5.20950, -0.07522, -3.77374], [-4.63293, -1.61111, -4.45676], [-0.58551, 3.58640, -2.04827], [-1.27677, 3.88927, -0.73327], [-0.77715, 5.20131, -0.41704], [-0.38177, 5.78663, -1.56313], [-0.07429, 6.93941, -1.65663], [-0.38119, 4.91384, -2.57975], [-1.17848, 2.98228, -2.72400], [0.38707, 3.11601, -1.90450], [-2.36101, 3.94972, -0.83725], [-1.02888, 3.19564, 0.06408], [-0.73351, 9.86260, -2.25138], [-2.00618, 9.46274, -2.96855], [-2.93536, 10.45398, -2.50924], [-2.23805, 11.54765, -2.12287], [-2.72661, 12.59852, -1.85391], [-0.91591, 11.27941, -2.08716], [0.17017, 9.66655, -2.81902], [-0.64828, 9.39457, -1.27267], [-1.91927, 9.54693, -4.05327], [-2.35348, 8.46812, -2.70769]],
  "lowdin_charge": [0.005, -0.122, -0.240, -0.408, 0.837, 0.020, 0.022, -0.156, -0.156, -0.172, -0.170, -0.179, -0.129, -0.125, 0.032, -0.589, 0.099, 0.021, 0.124, 0.131, 0.123, 0.111, -0.116, -0.112, 0.065, -0.558, 0.167, 0.062, 0.129, 0.132, 0.133, 0.132, -0.115, -0.103, 0.051, -0.575, 0.162, 0.053, 0.131, 0.130, 0.130, 0.137, -0.119, -0.121, 0.023, -0.558, 0.143, 0.049, 0.126, 0.130, 0.132, 0.128, -0.090, -0.097, 0.061, -0.581, 0.132, 0.069, 0.096, 0.141, 0.132, 0.134, -0.122, -0.113, 0.055, -0.583, 0.151, 0.057, 0.131, 0.121, 0.132, 0.126],
  "charge": -1,
  "total_energy_ha": -2358.8577,
  "homo_energy_ev": -5.0,
  "e_above_lowest_kcal_mol": 0.0
}

***

4.
{
  "formula": "C19H31OSi",
  "method": "wB97M-V/def2-TZVPD",
  "symbols": ["C", "Si", "C", "C", "O", "C", "C", "C", "C", "C", "C", "C", "H", "H", "H", "H", "H", "H", "H", "H", "H", "H", "H", "H", "H", "H", "H", "H", "H", "H", "H", "H", "C", "C", "C", "C", "C", "C", "C", "C", "C", "H", "H", "H", "H", "H", "H", "H", "H", "H", "H", "H"],
  "positions_angstrom": [[-0.96956, -1.98876, -2.75883], [-1.66353, -2.59871, -1.14936], [-3.46241, -2.18992, -0.99231], [-1.18540, -4.34646, -0.75960], [-0.90126, -1.41039, -0.05542], [-0.81969, -1.22856, 1.23165], [-1.13228, 0.14308, 1.77154], [-1.34868, 0.02741, 3.32844], [-0.03767, -0.14372, 4.09309], [0.70626, -1.52438, 4.17137], [0.99423, -2.25957, 2.81687], [-0.36245, -2.40537, 2.00302], [-1.45824, -2.50909, -3.58697], [-1.14750, -0.92005, -2.88283], [0.10745, -2.15362, -2.80901], [-4.02137, -2.88728, -1.63394], [-3.84426, -2.28774, 0.03322], [-3.67352, -1.17673, -1.36025], [-1.65173, -4.97821, -1.53223], [-0.09987, -4.50021, -0.82328], [-1.55127, -4.69210, 0.21522], [-0.29316, 0.85343, 1.54597], [-1.69132, 1.05220, 3.57765], [-2.11358, -0.66061, 3.71710], [0.69559, 0.54104, 3.64224], [-0.11579, 0.18175, 5.13682], [1.70733, -1.38163, 4.66265], [0.08879, -2.25463, 4.78261], [1.72580, -1.70522, 2.17747], [1.41251, -3.28043, 3.02686], [-1.12025, -2.67339, 2.77815], [-0.27874, -3.34547, 1.42690], [-2.05526, 1.17032, -0.27029], [-2.06315, 1.12912, 1.29103], [-3.40673, 0.67591, 1.73410], [-1.86084, 2.66413, 1.72286], [-2.76355, 3.40509, 2.52960], [-2.54051, 4.79774, 2.76311], [-1.44567, 5.44539, 2.20588], [-0.61491, 4.73796, 1.35604], [-0.80285, 3.36467, 1.14042], [-1.99426, 2.17645, -0.75267], [-1.22773, 0.51709, -0.61841], [-3.04658, 0.77257, -0.57795], [-4.07849, 1.08672, 0.97757], [-3.31901, -0.42677, 1.67563], [-3.62012, 1.06299, 2.75253], [-3.68983, 2.95753, 2.88898], [-3.22345, 5.31183, 3.45669], [-1.31419, 6.50165, 2.37952], [0.26159, 5.20546, 0.92035], [-0.23171, 2.87724, 0.34620]],
  "nbo_charge": [-1.148, 1.867, -1.160, -1.169, -0.734, 0.808, -0.415, -0.411, -0.415, -0.400, -0.369, -0.568, 0.262, 0.259, 0.257, 0.268, 0.251, 0.262, 0.275, 0.263, 0.253, 0.334, 0.247, 0.226, 0.201, 0.234, 0.234, 0.202, 0.213, 0.242, 0.270, 0.260, -0.632, -0.024, -0.606, -0.018, -0.239, -0.172, -0.210, -0.188, -0.237, 0.244, 0.218, 0.213, 0.228, 0.187, 0.227, 0.219, 0.227, 0.230, 0.225, 0.211],
  "charge": 1,
  "total_energy_ha": -1107.0525,
  "homo_energy_ev": -11.8,
  "e_above_lowest_kcal_mol": 2.8
}